Entry 1:
109
Properties=species:S:1:pos:R:3 method="wB97M-V/def2-TZVPD" multiplicity=2 homo_lumo_gap_ev="5.4094 / 5.6823" total_charge=-1 homo_energy_ev="-3.3 / -3.3" s_squared=0.774
Cr 1.9764 0.1103 -0.3141
C 1.0103 -1.3665 5.9102
C 0.5065 -2.3906 5.1216
C 0.8174 -2.4484 3.7701
C 1.6436 -1.4813 3.2048
C 2.1493 -0.4559 3.9993
C 1.8301 -0.3964 5.3468
P 2.0923 -1.5294 1.4541
C -0.3981 -2.1062 -0.6287
C -1.4652 -2.6450 -1.5034
C -1.2268 -3.9252 -2.1667
C -0.0285 -4.5534 -1.9441
C 1.0283 -4.0662 -1.1678
C 0.9609 -2.7781 -0.5135
C 3.8811 -1.7989 1.5075
C 4.5106 -2.5849 2.4377
C 5.9037 -2.7818 2.3678
C 6.6287 -2.1938 1.3672
C 6.0104 -1.3693 0.3969
C 6.7424 -0.7663 -0.6551
C 6.0951 0.0052 -1.5771
C 4.7028 0.2365 -1.4800
C 3.9375 -0.3025 -0.4700
C 4.6124 -1.1472 0.4701
H 0.7601 -1.3178 6.9629
H -0.1368 -3.1455 5.5566
H 0.4108 -3.2321 3.1439
H 2.7856 0.3059 3.5619
H 2.2203 0.4119 5.9525
H -2.4836 -2.3963 -1.2176
H -2.0084 -4.3706 -2.7654
H 0.1385 -5.5131 -2.4277
H 1.9739 -4.5912 -1.1389
H 1.7371 -2.0318 -0.8971
H 3.9407 -3.0599 3.2281
H 6.3960 -3.4054 3.1037
H 7.6993 -2.3563 1.3016
H 7.8111 -0.9391 -0.7185
H 6.6494 0.4522 -2.3945
H 4.2306 0.8473 -2.2430
C -5.2815 -5.2765 2.3807
C -4.1917 -4.2956 2.0414
C -4.4640 -2.9340 1.9565
C -3.4732 -2.0260 1.6089
C -2.1961 -2.4926 1.3443
C -1.8985 -3.8470 1.4103
C -2.9010 -4.7362 1.7592
S -0.9327 -1.2858 0.9484
O 1.3792 -2.8902 0.9264
O -1.6418 -0.0133 0.6456
N -0.7156 -1.3692 -1.8314
C 0.1617 -1.4465 -2.9888
C 1.3053 -0.4540 -3.0793
O 1.9636 -0.3721 -4.0892
O 1.4937 0.3435 -2.0406
H -5.9803 -4.8590 3.1068
H -4.8718 -6.1984 2.7939
H -5.8557 -5.5418 1.4897
H -5.4674 -2.5751 2.1594
H -3.6715 -0.9650 1.5108
H -0.9074 -4.2043 1.1473
H -2.6819 -5.7975 1.7974
H -0.4664 -1.2061 -3.8521
H 0.5649 -2.4439 -3.1848
F 1.5792 5.3841 2.7097
C 1.7016 4.1821 2.0908
C 2.6314 4.0468 1.0800
C 2.7633 2.8037 0.4706
C 1.9579 1.7190 0.8348
C 1.0248 1.9157 1.8582
C 0.8958 3.1403 2.5016
H 3.2377 4.8957 0.7913
H 3.5123 2.6845 -0.3054
H 0.3670 1.1059 2.1598
H 0.1758 3.2977 3.2949
C -1.5996 6.6639 0.6039
C -1.3858 6.5871 -0.7641
C -1.3049 5.3516 -1.3957
C -1.4335 4.1731 -0.6654
C -1.6211 4.2630 0.7141
C -1.7184 5.4952 1.3434
As -1.1086 2.3908 -1.4124
C -2.9224 1.6479 -1.4269
C -3.1581 0.5708 -2.2765
C -4.3563 -0.1259 -2.2259
C -5.3438 0.2500 -1.3244
C -5.1234 1.3329 -0.4864
C -3.9185 2.0229 -0.5346
C -1.0233 2.8499 -3.3123
C 0.1938 2.6932 -3.9666
C 0.3142 3.0082 -5.3168
C -0.7811 3.4849 -6.0177
C -2.0027 3.6429 -5.3708
C -2.1223 3.3266 -4.0268
H -1.6557 7.6276 1.0949
H -1.2776 7.4934 -1.3483
H -1.1408 5.3138 -2.4653
H -1.6529 3.3595 1.3148
H -1.8598 5.5399 2.4166
H -2.3900 0.2500 -2.9696
H -4.5104 -0.9722 -2.8846
H -6.2779 -0.2968 -1.2780
H -5.8886 1.6440 0.2153
H -3.7730 2.8607 0.1349
H 1.0485 2.3020 -3.4279
H 1.2647 2.8637 -5.8147
H -0.6907 3.7249 -7.0703
H -2.8648 4.0071 -5.9168
H -3.0779 3.4415 -3.5279

---

Entry 2:
66
Properties=species:S:1:pos:R:3 method="wB97M-V/def2-TZVPD" multiplicity=2 homo_lumo_gap_ev="5.7458 / 7.1332" total_charge=-1 de_lowest_kj_mol=34.3 homo_energy_ev="-3.2 / -4.6" s_squared=0.776
Ru 0.2623 -0.7271 0.7704
O -2.4641 2.3257 -1.4064
C -1.3718 2.0318 -0.8162
O -0.3151 1.5113 -1.5887
C -1.0999 2.1558 0.5648
C -1.8444 3.0951 1.3083
C -1.5345 3.3066 2.6306
C -0.5203 2.5556 3.2227
C 0.0853 1.5693 2.4662
N -0.1836 1.3647 1.1752
C 1.0069 0.5726 3.1629
O 1.4773 0.8778 4.2452
O 1.1907 -0.5403 2.5446
H -3.2043 1.4044 -1.4006
H -2.6196 3.6404 0.7879
H -2.0760 4.0442 3.2098
H -0.2315 2.6587 4.2579
C -0.6150 1.1522 -2.8028
C -0.8924 0.8011 -3.9136
C -1.1918 0.3629 -5.2446
C -2.4820 0.5029 -5.7648
C -2.7715 0.0750 -7.0510
C -1.7838 -0.5008 -7.8400
C -0.5012 -0.6485 -7.3275
C -0.2049 -0.2233 -6.0420
H -3.2482 0.9455 -5.1408
H -3.7762 0.1899 -7.4395
H -2.0122 -0.8354 -8.8444
H 0.2743 -1.1025 -7.9324
H 0.7900 -0.3478 -5.6335
C -3.2199 -3.0855 2.6290
N -3.4663 -2.1908 1.5042
C -4.5493 -2.3300 0.6812
C -4.7666 -1.4961 -0.3605
C -3.7853 -0.4505 -0.5758
O -3.9991 0.4388 -1.4642
N -2.6911 -0.4388 0.1745
C -2.5200 -1.2223 1.2319
O -1.4855 -1.1541 1.9621
H -4.0776 -3.7450 2.7458
H -3.0711 -2.5088 3.5388
H -2.3182 -3.6703 2.4518
H -5.2214 -3.1386 0.9354
H -5.6292 -1.5852 -1.0010
N 2.0899 -1.9663 -2.7424
C 1.5288 -1.0231 -1.9218
N 2.3241 0.0598 -1.6590
O 0.3612 -1.1286 -1.5335
H 3.0995 -2.0137 -2.6902
H 1.6334 -2.8599 -2.6582
H 3.2797 -0.1888 -1.4190
H 1.9017 0.7229 -1.0228
C 1.4461 -4.6140 2.7928
N 2.3434 -3.9278 1.8770
C 3.7014 -4.0420 1.9686
C 4.5268 -3.3052 1.2180
C 3.9512 -2.3311 0.2998
O 4.6476 -1.6565 -0.4734
N 2.5939 -2.1925 0.3085
C 1.8036 -2.9665 1.0337
O 0.5477 -2.8421 0.9878
H 2.0134 -5.3715 3.3308
H 0.6376 -5.0867 2.2405
H 1.0122 -3.9039 3.4972
H 4.0602 -4.7737 2.6809
H 5.5984 -3.4136 1.2850

---

Entry 3:
16
Properties=species:S:1:pos:R:3 method="wB97M-V/def2-TZVPD" homo_lumo_gap_ev=10.7750 total_charge=+1 de_lowest_kj_mol=244.2 homo_energy_ev=-15.2
C 0.6327 1.8003 -0.3582
C -3.5643 -0.0094 0.0659
C 1.5385 -1.4143 -0.1044
C 0.8051 -0.3693 0.6984
N -4.7472 0.1045 0.0096
N 0.1084 0.7129 -0.0518
O -2.4417 -0.0457 0.3597
H 1.7021 1.7307 -0.1648
H -0.0067 2.5041 -0.8836
H 2.5387 -1.2209 -0.4333
H 1.5637 -2.5490 0.3466
H 1.0689 -1.6520 -1.0500
H 1.5999 0.0870 1.2351
H -0.0191 -0.8755 1.2577
H -0.9573 0.4800 -0.3334
H -5.5860 -0.0482 -0.4235

---

Entry 4:
6
Properties=species:S:1:pos:R:3 method="wB97M-V/def2-TZVPD" homo_lumo_gap_ev="7.4517 / 7.5267" total_charge=0 de_lowest_kj_mol=244.9 homo_energy_ev="-8.3 / -8.5"
C 0.2574 0.5863 -0.7285
C 0.6169 2.1653 -0.1085
I -1.1672 0.2849 -2.2021
I 2.1537 1.9743 1.2820
I 0.1363 3.6656 -1.5170
H 0.4514 -0.1600 0.1478

---

Entry 5:
19
Properties=species:S:1:pos:R:3 method="wB97M-V/def2-TZVPD" homo_lumo_gap_ev=10.4383 total_charge=+1 de_lowest_kj_mol=192.2 homo_energy_ev=-13.9
C -1.1682 -0.8105 0.2215
C 0.1765 -0.1488 0.0255
C 0.9113 -0.2673 -1.3113
C 0.3146 0.7097 -2.3099
O -0.5784 1.4365 -1.9770
N 1.1624 -0.9844 0.9284
H -1.4552 -1.5018 -0.5453
H -2.0181 -0.1038 0.2898
H -1.3288 -1.3683 1.1555
H 0.0151 0.9311 0.2415
H 0.9211 -1.3214 -1.6440
H 1.9834 -0.1116 -1.1326
H 0.8414 0.7446 -3.2665
H 1.5442 -1.6700 0.2892
H 0.6587 -1.5332 1.6576
H 1.8108 -0.3736 1.4110
H -1.8632 2.3632 1.5313
H -0.9194 2.0389 2.6973
O -1.0083 1.9708 1.7381

---

Entry 6:
25
Properties=species:S:1:pos:R:3 method="wB97M-V/def2-TZVPD" homo_lumo_gap_ev="7.6615 / 6.8122" total_charge=+1 de_lowest_kj_mol=455.0 homo_energy_ev="-10.8 / -10.6"
C 2.7841 -1.0365 0.4070
C 1.9756 0.0000 0.1802
C -1.8029 1.0472 1.0213
C 0.8016 0.2940 0.9416
C -1.8630 0.0642 -0.2063
C -1.0504 -1.1626 0.0191
C 2.3594 0.8991 -0.9894
N -1.3439 0.8698 -1.4274
N -1.5770 -2.0711 0.8437
S -0.0123 1.8709 0.8088
H 3.6990 -1.2934 -0.1067
H 2.3958 -1.7493 1.1498
H -2.6338 1.7763 0.9108
H -1.9341 0.5155 1.9920
H 0.5557 -0.1212 1.9298
H -2.9100 -0.1817 -0.5686
H -0.2421 -1.4381 -0.6497
H 2.4479 0.3185 -1.8946
H 1.6501 1.8319 -1.0900
H 3.4467 1.2473 -0.9015
H -2.0354 1.3818 -2.0409
H -0.7635 1.5746 -0.8677
H -0.7145 0.2253 -1.9249
H -1.9363 -1.7462 1.7465
H -1.2964 -3.1162 0.7176

---

Entry 7:
13
Properties=species:S:1:pos:R:3 method="wB97M-V/def2-TZVPD" homo_lumo_gap_ev=9.1036 total_charge=0 de_lowest_kj_mol=101.1 homo_energy_ev=-8.2 smiles=COc1c[nH]cn1
C 2.2935 0.3174 -0.3923
O 1.3954 -0.6509 0.1229
C 0.0920 -0.2994 0.1666
C -0.9472 -1.1878 0.0846
N -2.0772 -0.4059 0.2320
C -1.6643 0.8765 0.3735
N -0.3533 0.9793 0.3413
H 1.9569 0.6881 -1.3675
H 3.2506 -0.1977 -0.5056
H 2.4139 1.1680 0.2857
H -0.9706 -2.2558 -0.0487
H -3.0310 -0.7288 0.2011
H -2.3588 1.6968 0.5064

---

Entry 8:
124
Properties=species:S:1:pos:R:3 method="wB97M-V/def2-TZVPD" homo_lumo_gap_ev=6.8501 total_charge=+1 de_lowest_kj_mol=24.9 homo_energy_ev=-9.8
Zr -0.5060 0.2098 0.7826
N -2.2245 1.8308 0.8760
C -3.5657 1.4715 1.2850
C -4.6239 1.7678 0.4410
C -5.9212 1.4481 0.8101
C -6.1520 0.8461 2.0383
C -5.0855 0.5441 2.8707
C -3.7701 0.8317 2.5079
C -2.6452 0.3842 3.3710
C -2.7625 0.5060 4.7579
C -1.7806 0.0073 5.5995
C -0.6946 -0.6666 5.0575
C -0.5981 -0.7982 3.6798
C -1.5281 -0.2387 2.7980
H -2.2860 2.2734 -0.0338
H -1.8252 2.5344 1.4973
H -4.4317 2.2626 -0.5049
H -6.7437 1.6801 0.1475
H -7.1599 0.5982 2.3423
H -5.2639 0.0378 3.8108
H -3.6208 1.0154 5.1797
H -1.8683 0.1355 6.6703
H 0.0664 -1.0912 5.7008
H 0.2553 -1.3543 3.2965
C -0.5708 -6.3448 -1.8150
C -1.5887 -5.6482 -2.6741
C -2.0891 -6.2404 -3.8284
C -3.0259 -5.5972 -4.6234
C -3.4978 -4.3447 -4.2608
C -3.0308 -3.7437 -3.1032
C -2.0732 -4.3854 -2.3257
N -1.5882 -3.7770 -1.1354
C -1.2011 -2.4833 -0.9910
N -0.9117 -1.8543 -2.1453
C -0.8739 -0.4718 -2.4467
C -0.9221 0.5011 -1.4472
C -0.8650 1.8279 -1.9070
C -0.7640 2.1689 -3.2425
C -0.7245 1.1597 -4.1933
C -0.7755 -0.1721 -3.8183
C -0.7150 -1.2561 -4.8631
N -1.0674 -1.9373 0.2069
C -1.5090 -2.7934 1.2850
C -0.5629 -3.5428 1.9723
C -0.9465 -4.3505 3.0329
C -2.2828 -4.4107 3.3926
C -3.2262 -3.6839 2.6801
C -2.8663 -2.8717 1.6110
C -3.9119 -2.1373 0.8205
H -0.2192 -7.2548 -2.2964
H -0.9890 -6.6279 -0.8453
H 0.2907 -5.7031 -1.6218
H -1.7288 -7.2220 -4.1096
H -3.3911 -6.0764 -5.5214
H -4.2393 -3.8405 -4.8657
H -3.4137 -2.7769 -2.7965
H -1.6139 -4.3239 -0.2884
H -0.9717 -2.4566 -2.9523
H -0.8409 2.6452 -1.1934
H -0.6951 3.2081 -3.5392
H -0.6393 1.4069 -5.2445
H -0.5947 -0.8201 -5.8523
H -1.6261 -1.8618 -4.8827
H 0.1296 -1.9340 -4.7038
H 0.4798 -3.4689 1.6833
H -0.2046 -4.9190 3.5776
H -2.5954 -5.0277 4.2242
H -4.2707 -3.7427 2.9620
H -4.7495 -1.8516 1.4546
H -4.3024 -2.7721 0.0197
H -3.5176 -1.2305 0.3609
I 1.2562 3.4115 4.5054
C 2.2026 1.7466 3.7080
C 3.3809 1.2375 4.2873
C 4.0143 0.1379 3.7767
I 5.7892 -0.5056 4.6654
C 3.4800 -0.5283 2.6438
C 4.0437 -1.6407 1.9883
C 3.4298 -2.1771 0.8837
C 2.2175 -1.6380 0.4434
N 1.6563 -0.5970 1.0330
C 2.2879 -0.0171 2.0927
C 1.6457 1.1467 2.6032
O 0.5602 1.5550 1.9809
H 3.7924 1.7462 5.1485
H 4.9697 -2.0610 2.3587
H 3.8597 -3.0184 0.3594
H 1.6869 -2.0656 -0.3996
N 0.0745 4.2218 0.6880
C 0.5635 4.7471 -0.5178
C 0.0174 5.9402 -0.9922
C 0.3888 6.4529 -2.2210
C 1.3200 5.7839 -3.0019
C 1.8805 4.6097 -2.5289
C 1.5264 4.0722 -1.2916
P 2.1887 2.4697 -0.6978
C 3.4888 2.9606 0.4892
C 3.4911 4.1934 1.1362
C 4.4106 4.4594 2.1440
C 5.3464 3.5046 2.5076
C 5.3627 2.2765 1.8572
C 4.4368 2.0036 0.8649
C 3.1612 1.8291 -2.1014
C 4.4420 2.2781 -2.4260
C 5.1234 1.7308 -3.5020
C 4.5328 0.7329 -4.2671
C 3.2616 0.2784 -3.9501
C 2.5836 0.8186 -2.8658
H -0.2620 4.9386 1.3161
H 0.6800 3.5816 1.1863
H -0.7138 6.4630 -0.3857
H -0.0531 7.3772 -2.5694
H 1.6116 6.1759 -3.9665
H 2.6084 4.0898 -3.1369
H 2.7866 4.9626 0.8446
H 4.3971 5.4219 2.6388
H 6.0666 3.7156 3.2872
H 6.0983 1.5292 2.1288
H 4.4553 1.0404 0.3646
H 4.9065 3.0541 -1.8296
H 6.1169 2.0834 -3.7465
H 5.0675 0.3092 -5.1072
H 2.7982 -0.4996 -4.5444
H 1.5909 0.4644 -2.6138

---

Entry 9:
79
Properties=species:S:1:pos:R:3 method="wB97M-V/def2-TZVPD" homo_lumo_gap_ev=6.5987 total_charge=+1 de_lowest_kj_mol=0.0 homo_energy_ev=-10.4
Ni -0.6122 -1.1722 -0.0633
S 1.5977 -1.1154 -0.1546
P 1.2426 0.8692 0.0926
C -0.4466 0.7152 0.1100
P -1.7344 1.7479 0.0560
S -3.4090 0.4600 0.2651
C -2.1095 2.6591 -1.4565
C -3.1667 3.5652 -1.5424
C -3.4463 4.1830 -2.7491
C -2.6748 3.9003 -3.8719
C -1.6318 2.9894 -3.7912
C -1.3530 2.3616 -2.5862
C -1.8921 2.9173 1.4236
C -1.9461 2.3826 2.7115
C -1.9010 3.2185 3.8126
C -1.7872 4.5933 3.6339
C -1.7170 5.1271 2.3555
C -1.7709 4.2928 1.2467
C 1.9960 1.5035 1.6074
C 3.0114 0.7892 2.2351
C 3.5809 1.2734 3.4044
C 3.1340 2.4657 3.9546
C 2.1118 3.1759 3.3377
C 1.5418 2.6968 2.1697
C 1.8924 1.8470 -1.2863
C 2.0597 3.2249 -1.1748
C 2.4281 3.9721 -2.2837
C 2.6432 3.3483 -3.5046
C 2.4954 1.9713 -3.6156
C 2.1198 1.2216 -2.5114
H -3.7795 3.7848 -0.6753
H -4.2679 4.8840 -2.8154
H -2.8942 4.3898 -4.8120
H -1.0334 2.7634 -4.6642
H -0.5455 1.6439 -2.5158
H -2.0055 1.3091 2.8488
H -1.9458 2.8006 4.8098
H -1.7509 5.2478 4.4955
H -1.6216 6.1962 2.2152
H -1.6939 4.7189 0.2546
H 3.3534 -0.1476 1.8144
H 4.3717 0.7136 3.8864
H 3.5772 2.8396 4.8686
H 1.7513 4.1011 3.7691
H 0.7265 3.2488 1.7178
H 1.9171 3.7261 -0.2255
H 2.5577 5.0423 -2.1890
H 2.9392 3.9328 -4.3661
H 2.6804 1.4782 -4.5611
H 2.0046 0.1481 -2.5950
C -1.7865 -3.8065 -1.8805
P -0.6337 -3.4233 -0.5194
C 0.9560 -4.0906 -1.0843
C 1.2378 -4.3127 -2.4288
C 2.4844 -4.7885 -2.8113
C 3.4557 -5.0456 -1.8554
C 3.1811 -4.8255 -0.5123
C 1.9389 -4.3476 -0.1280
C -1.1022 -4.5447 0.8244
C -1.0400 -5.9271 0.6493
C -1.4171 -6.7739 1.6781
C -1.8488 -6.2482 2.8899
C -1.8969 -4.8751 3.0764
C -1.5236 -4.0245 2.0447
H -1.7059 -4.8538 -2.1723
H -1.5748 -3.1716 -2.7407
H -2.8035 -3.6169 -1.5440
H 0.4919 -4.1217 -3.1896
H 2.6924 -4.9644 -3.8586
H 4.4255 -5.4211 -2.1553
H 3.9345 -5.0290 0.2374
H 1.7278 -4.1848 0.9231
H -0.6856 -6.3412 -0.2880
H -1.3690 -7.8462 1.5379
H -2.1396 -6.9134 3.6930
H -2.2200 -4.4653 4.0248
H -1.5446 -2.9527 2.1962
O -3.2754 -2.0193 0.1984
N -2.5557 -1.0708 0.1094

---

Entry 10:
15
Properties=species:S:1:pos:R:3 method="wB97M-V/def2-TZVPD" homo_lumo_gap_ev=8.0673 total_charge=0 de_lowest_kj_mol=115.8 homo_energy_ev=-8.2
C 0.7454 0.1256 -0.0394
C 0.6974 1.3557 -0.4590
C -2.9153 -0.3377 0.0378
C 0.7189 -0.1805 1.4340
C 0.8777 -1.0443 -0.9771
N 0.8163 2.5139 -0.8156
S -3.3181 1.1151 0.4022
S -2.5172 -1.7914 -0.3233
H -0.2056 -0.6986 1.6964
H 0.7874 0.7319 2.0220
H 1.5578 -0.8287 1.6876
H 1.9294 -1.3024 -1.1199
H 0.4444 -0.8244 -1.9500
H 0.3757 -1.9142 -0.5536
H 0.0058 3.0801 -1.0423